P:
Entry from the Open Molecules 2025 dataset: 2 unconnected molecules or ions with the total composition H4O2 (ωB97M-V/def2-TZVPD).

```
6
H4O2 ωB97M-V/def2-TZVPD
H 0.2532 1.0604 1.5366
H 1.1828 -0.0001 1.1049
H -0.5943 0.0746 -1.0502
H -1.1698 -1.2488 -1.7229
O 1.0993 0.9647 1.0550
O -0.7713 -0.8509 -0.9234
```

The value obtained for the molar mass is 36.03 g mol⁻¹. As for the orbital gap: 12.5 eV.



Q:
Entry from the Open Molecules 2025 dataset: 2 unconnected molecules or ions with the total composition H4O2 (ωB97M-V/def2-TZVPD).

```
6
H4O2 ωB97M-V/def2-TZVPD
H 0.0484 2.4002 -0.6035
H -1.2663 1.6672 -0.2129
H 0.6614 -2.0915 0.9012
H 0.6805 -0.9555 0.0162
O -0.2455 1.6918 -0.0847
O 0.2300 -1.8193 0.0721
```

The value obtained for the molar mass is 36.03 g mol⁻¹. As for the orbital gap: 12.1 eV.



How far above the most stable structure does each one sit? In kcal/mol: P 0.0; Q 3.7.



P:
Entry from the Open Molecules 2025 dataset: C4H7I2P in the gas phase (ωB97M-V/def2-TZVPD).

```
14
C4H7I2P ωB97M-V/def2-TZVPD
C -0.4982 -0.3902 0.1011
C 0.8660 -0.4783 -0.6529
C -0.3147 0.7095 1.1483
C -1.2158 1.6438 1.3737
P 1.7025 0.9101 -1.4918
I 3.4501 -0.3825 -2.6412
I -1.0544 2.9700 3.0632
H -1.3861 -0.3057 -0.5520
H -0.8115 -1.3173 0.6340
H 1.5886 -0.7965 -0.0519
H 0.7603 -1.0993 -1.4979
H 0.3786 0.4955 1.9441
H -2.0505 1.9555 0.7065
H 2.8420 1.4328 -0.7160
```

The value obtained for the molar mass is 339.88 g mol⁻¹. As for the orbital gap: 8.8 eV.



Q:
Entry from the Open Molecules 2025 dataset: a molecular structure, C4H7I2P (ωB97M-V/def2-TZVPD).

```
14
C4H7I2P ωB97M-V/def2-TZVPD
C -0.2630 -0.4617 -1.0051
C -0.7276 -1.3176 0.1773
C 0.0975 0.9528 -0.5814
C 1.0994 0.9651 0.5173
P 0.3363 -1.0317 1.6884
I -1.7009 2.0287 0.0534
I 3.1080 0.6770 -0.1254
H 0.6342 -0.9098 -1.4466
H -1.0436 -0.4420 -1.7680
H -1.7686 -1.1081 0.4317
H -0.6648 -2.3735 -0.1017
H 0.4483 1.5149 -1.4525
H 1.0594 1.7634 1.2421
H -0.6146 -0.2573 2.3704
```

The value obtained for the molar mass is 339.88 g mol⁻¹. As for the orbital gap: 8.8 eV.



How far above the most stable structure does each one sit? In kcal/mol: P 4.3; Q 0.0.



P:
Entry from the Open Molecules 2025 dataset: a gas-phase ion, C9H16N3O (charge +1) (ωB97M-V/def2-TZVPD).

```
29
C9H16N3O ωB97M-V/def2-TZVPD
C -2.2122 -1.6383 0.0735
C -2.5849 -0.3376 0.1316
C -0.4333 -0.3763 -0.1735
C 2.8288 -0.4341 1.1500
C 3.1101 -1.1024 -0.1755
C 1.0378 -0.0085 -0.4662
C 1.7940 0.6451 0.6889
C -3.8882 0.3046 0.1068
C -1.5328 1.7957 -0.5528
N -1.4409 0.4347 -0.1103
N -0.8206 -1.6162 -0.1289
N 1.7760 -1.2694 -0.7559
O 2.4119 1.9119 0.2294
H -2.8350 -2.5582 0.2493
H 2.2096 -1.0412 1.8029
H 3.7136 0.0161 1.6996
H 3.8380 -0.5848 -0.7356
H 3.5400 -2.1086 0.0456
H 1.1202 0.7645 -1.3079
H 1.1145 0.8442 1.5574
H -3.6628 1.3741 0.4960
H -4.2733 0.4693 -0.9215
H -4.6010 -0.3392 0.5943
H -0.6636 2.2560 -0.9357
H -2.1804 1.9177 -1.4441
H -2.1527 2.4773 0.0867
H -0.2467 -2.4107 -0.1516
H 1.8027 -1.5858 -1.7435
H 3.2310 2.2000 0.6908
```

As for the net charge: +1. The value obtained for the molar mass is 182.25 g mol⁻¹. As for the orbital gap: 10.6 eV.



Q:
Entry from the Open Molecules 2025 dataset: 2 unconnected molecules or ions with the total composition C9H16N3O (ωB97M-V/def2-TZVPD).

```
29
C9H16N3O ωB97M-V/def2-TZVPD
C 3.4490 -0.3892 -0.5661
C 2.4394 0.5478 -0.6775
C 2.2792 -0.7718 1.1698
C -0.9646 -2.0599 -0.4666
C 0.0506 -3.0698 -0.1479
C 0.0432 2.6599 -0.5434
C -1.5738 1.9413 1.0973
C -0.6716 -0.9163 -1.0180
C 0.4130 0.6298 0.7945
N 3.3450 -1.0767 0.6096
N 1.6173 0.3023 0.4961
N -0.3055 1.7065 0.5186
O -2.0757 -2.2836 0.2898
H 4.2793 -0.7289 -1.2738
H 2.2198 1.3290 -1.2726
H 1.6947 -1.1012 2.0110
H 1.0957 -2.8054 -0.1198
H -0.1664 -3.9233 -0.8482
H 0.0324 -3.4118 0.8608
H -0.5474 3.4971 -0.0811
H 1.0880 2.8221 -0.3822
H -0.3029 2.3569 -1.5273
H -2.3369 1.7532 0.3034
H -1.8555 1.3194 1.9302
H -1.5651 2.9587 1.4576
H -1.5620 -0.4468 -1.4370
H 0.2610 -0.9435 -1.6600
H 0.0334 0.2025 1.7029
H -2.8364 -1.7906 -0.0005
```

As for the net charge: +1. The value obtained for the molar mass is 182.25 g mol⁻¹. As for the orbital gap: 8.8 eV.



R:
Entry from the Open Molecules 2025 dataset: 2 unconnected molecules or ions with the total composition C9H16N3O (ωB97M-V/def2-TZVPD).

```
29
C9H16N3O ωB97M-V/def2-TZVPD
C 1.7053 -2.9684 -1.3247
C -0.7655 -2.7309 -1.4635
N -1.7859 -2.0182 -0.9852
N 0.3844 -2.6611 -0.8326
N -0.7820 -3.3031 -2.6614
H -1.8204 -1.8239 0.0062
H -2.7269 -2.2887 -1.2466
H 0.3098 -2.0480 -0.0270
H -1.6040 -3.5867 -3.0811
H -0.0037 -3.6725 -3.1676
H 1.8220 -2.5886 -2.3403
H 2.0863 -3.9542 -1.0754
H 2.4004 -2.3064 -0.7968
C 0.4664 4.6694 0.7769
C -0.3954 0.4741 1.3574
C -0.6395 1.4015 2.3399
C 0.2948 0.8641 0.2030
C -0.2733 2.7490 2.1816
C 0.5032 2.2150 0.0148
C 0.2371 3.1925 0.9673
O -0.6703 -0.8901 1.5138
H -0.7221 -0.9929 2.4676
H -1.2643 1.2610 3.2173
H 0.6902 0.0931 -0.4417
H -0.2868 3.3407 3.0810
H 1.0112 2.5093 -0.8985
H 1.2121 4.9403 1.5236
H -0.4846 5.1756 0.7608
H 1.1015 4.9484 -0.0689
```

As for the net charge: +1. The value obtained for the molar mass is 182.25 g mol⁻¹. As for the orbital gap: 8.9 eV.



S:
Entry from the Open Molecules 2025 dataset: 2 unconnected molecules or ions with the total composition C9H16N3O (ωB97M-V/def2-TZVPD).

```
29
C9H16N3O ωB97M-V/def2-TZVPD
C 3.5463 1.2912 -2.6320
C 2.0814 -0.7090 -1.7857
N 2.8041 -1.2091 -0.7475
N 2.5427 0.1570 -2.8312
N 0.7272 -1.0548 -1.8556
H 3.8014 -1.1388 -0.7268
H 2.4344 -1.9792 -0.0151
H 1.8663 0.5445 -3.4421
H 0.0940 -0.9048 -2.6293
H 0.1969 -1.4227 -1.0592
H 4.5799 1.1538 -2.3391
H 3.1599 2.1068 -1.9251
H 3.6479 1.7278 -3.6820
C -3.6848 1.8187 1.6537
C -0.6759 -1.1158 1.3981
C -2.0495 -1.4728 1.4496
C -0.2744 0.2313 1.6740
C -2.9874 -0.4761 1.5437
C -1.2429 1.2219 1.9512
C -2.5847 0.8278 1.6924
O 0.3506 -2.0560 1.0593
H 0.0063 -3.0024 1.0715
H -2.2960 -2.5532 1.4284
H 0.6258 0.3370 2.0773
H -4.0031 -0.9025 1.4627
H -0.9916 2.1720 2.2014
H -3.7528 2.1944 0.6180
H -3.4402 2.7338 2.2311
H -4.4818 1.4791 2.1582
```

As for the net charge: +1. The value obtained for the molar mass is 182.25 g mol⁻¹. As for the orbital gap: 8.4 eV.



How far above the most stable structure does each one sit? In kcal/mol: P 24.1; Q 91.3; R 0.0; S 42.3.



P:
Entry from the Open Molecules 2025 dataset: 9 unconnected molecules or ions with the total composition C21H64N14O9 (ωB97M-V/def2-TZVPD).

```
108
C21H64N14O9 ωB97M-V/def2-TZVPD
C 0.0906 4.0694 2.5184
O 0.3776 3.6236 1.4353
N 1.0422 4.1609 3.4878
N -1.1477 4.5571 2.8749
H 1.8488 3.5911 3.3759
H 0.7896 4.5638 4.3623
H -1.3418 4.6283 3.8649
H -1.9027 4.1261 2.3806
C -1.1144 -0.6862 2.2393
O -0.1725 -1.4227 1.8879
N -0.8356 0.5470 2.8255
N -2.4601 -0.8911 2.0451
H -1.5672 1.2042 2.7188
H 0.0791 0.8129 3.1337
H -3.2034 -0.2914 2.4161
H -2.7885 -1.7105 1.5696
C -2.6302 1.9706 0.5557
O -2.6321 2.3863 1.6925
N -1.6107 2.2597 -0.3308
N -3.6642 1.2969 0.0479
H -0.8395 2.7844 0.0438
H -1.4264 1.8295 -1.2891
H -3.4489 0.8807 -0.8517
H -4.2979 0.7444 0.5460
C -0.4307 -0.6715 -4.5723
O -0.9767 -1.2301 -3.6923
N -1.0158 -0.8428 -5.8641
N 0.6313 0.2061 -4.4867
H -0.8919 -0.1092 -6.5188
H -1.8083 -1.4648 -5.8280
H 0.9322 0.4978 -3.5658
H 0.9107 0.8323 -5.2403
C 0.7581 0.3665 -0.8614
O 0.8404 1.1907 -1.7814
N 0.2110 -0.8576 -1.0638
N 1.1834 0.6693 0.3989
H 0.0067 -1.0057 -2.0269
H 0.4110 -1.6941 -0.4984
H 1.1972 1.6711 0.5305
H 0.7510 0.1367 1.1153
C 1.8348 3.8624 -4.2104
C 0.8748 4.7378 -3.3718
C -0.4428 4.0468 -3.1298
O -1.1843 3.9425 -4.2811
C -2.4593 3.3980 -3.9319
N 1.4916 5.0247 -2.1080
H 1.3264 3.5539 -5.1113
H 1.9739 2.9158 -3.8109
H 2.7758 4.3825 -4.4534
H 0.5859 5.6481 -3.9393
H -1.0626 4.5411 -2.4127
H -0.1841 3.1145 -2.6522
H -2.4457 2.3732 -3.5615
H -3.1152 3.3274 -4.8278
H -3.0385 4.0758 -3.2358
H 0.9060 5.4378 -1.3953
H 2.0238 4.2229 -1.7870
C -5.7124 -3.1696 1.7793
C -5.2044 -4.0644 0.6071
C -4.7808 -3.3647 -0.6031
O -3.7496 -2.4609 -0.4273
C -3.1023 -2.1532 -1.6601
N -4.2025 -5.0254 1.0031
H -4.7645 -2.7386 2.0482
H -6.0992 -3.8661 2.5170
H -6.3558 -2.4527 1.4044
H -6.0404 -4.6734 0.3057
H -5.6856 -2.7932 -1.0923
H -4.5077 -4.0533 -1.3857
H -2.4459 -2.9391 -2.0371
H -2.4227 -1.2539 -1.4678
H -3.7705 -1.9010 -2.4858
H -3.3980 -4.5110 1.3692
H -3.8514 -5.5857 0.3052
C 4.1009 1.1083 1.8297
C 4.0947 0.0555 3.0290
C 2.6956 -0.1819 3.5306
O 2.0264 0.9634 4.0163
C 2.0930 1.1179 5.3831
N 4.7814 -1.2029 2.9324
H 3.7059 2.0319 2.2640
H 3.4242 0.6871 1.0627
H 5.0400 1.1941 1.3360
H 4.6260 0.5026 3.8897
H 2.7373 -0.8819 4.3318
H 2.0015 -0.5638 2.7511
H 1.1555 0.8061 5.8084
H 2.2105 2.1303 5.7299
H 2.8982 0.4989 5.7799
H 4.7282 -1.6521 2.0329
H 5.7162 -1.3084 3.3260
C 4.2435 -4.1320 -1.0835
C 3.4517 -2.8626 -0.5772
C 2.5190 -3.2835 0.5098
O 1.3038 -3.7910 -0.1247
C 0.5837 -4.5004 0.9173
N 4.3318 -1.8201 -0.0510
H 3.4574 -4.7374 -1.3842
H 4.8675 -4.6195 -0.3089
H 4.8209 -3.8389 -1.9718
H 2.8412 -2.5727 -1.4249
H 2.2768 -2.5128 1.2366
H 2.9175 -4.0711 1.0252
H 1.2124 -5.3544 1.1935
H -0.3645 -4.8189 0.4639
H 0.6095 -3.9187 1.8202
H 5.2622 -1.8819 -0.4823
H 4.0098 -0.9183 -0.3456
```

The value obtained for the molar mass is 656.83 g mol⁻¹. As for the orbital gap: 9.0 eV.



Q:
Entry from the Open Molecules 2025 dataset: 9 unconnected molecules or ions with the total composition C21H64N14O9 (ωB97M-V/def2-TZVPD).

```
108
C21H64N14O9 ωB97M-V/def2-TZVPD
C -18.9665 3.2701 9.6131
C -18.3958 2.8176 10.9692
C -17.1578 1.9148 10.8926
O -17.3644 0.7359 10.1237
C -16.3714 0.5648 9.1349
N -18.1768 4.0920 11.6777
H -19.3271 2.4119 9.0367
H -18.1662 3.7230 9.0214
H -19.8005 3.9641 9.6932
H -19.2162 2.2043 11.3626
H -16.8313 1.5724 11.8778
H -16.3810 2.5707 10.4829
H -16.4332 -0.3942 8.6201
H -15.3838 0.6730 9.5916
H -16.5334 1.3078 8.3473
H -19.0331 4.5588 11.9487
H -17.7719 3.8355 12.5900
C -15.0320 4.2223 8.0209
C -13.5134 4.2962 8.1111
C -12.9416 3.5250 9.3357
O -13.1500 4.1543 10.5887
C -12.6194 3.4810 11.6993
N -13.0466 3.5829 6.9035
H -15.3562 4.8950 7.2304
H -15.4214 4.5453 8.9915
H -15.4030 3.2052 7.8959
H -13.2241 5.3433 8.0545
H -11.8674 3.3664 9.1806
H -13.3457 2.5059 9.3223
H -13.0279 2.4763 11.8425
H -12.7081 4.0153 12.6441
H -11.5360 3.3521 11.5867
H -13.4673 2.6595 6.8364
H -12.0837 3.3054 7.0993
C -19.5117 0.7191 5.7690
C -19.3114 2.1387 5.3161
C -19.1823 2.1939 3.7942
O -18.0338 1.4086 3.4933
C -17.7342 1.4526 2.1165
N -20.3381 3.0547 5.8004
H -18.6975 0.0593 5.4781
H -20.4699 0.2418 5.5497
H -19.5791 0.6862 6.8646
H -18.3644 2.5460 5.6959
H -19.0328 3.2151 3.4260
H -20.0706 1.7728 3.3114
H -17.4668 2.4108 1.6648
H -18.5672 0.9693 1.5949
H -16.8791 0.7982 1.9349
H -20.2655 3.1336 6.8040
H -20.1695 3.9032 5.2770
C -14.4973 3.6846 15.2167
C -15.5986 2.9823 14.4100
C -15.9663 1.6870 15.0919
O -14.9358 0.7781 14.7961
C -14.6945 -0.2206 15.7635
N -16.7207 3.8800 14.2096
H -13.6679 2.9737 15.1141
H -14.7536 3.9519 16.2386
H -14.0804 4.5402 14.6792
H -15.2218 2.8029 13.3982
H -16.9258 1.3545 14.6752
H -16.0889 1.8093 16.1729
H -15.5842 -0.8379 15.9062
H -14.4272 0.1965 16.7420
H -13.8666 -0.8922 15.5485
H -17.1351 4.1056 15.1092
H -16.3684 4.7443 13.8166
C -20.1850 6.7097 12.5032
O -20.5801 6.3954 13.6258
N -20.8334 6.2898 11.3837
N -19.1917 7.5917 12.2586
H -20.6016 6.8231 10.5648
H -21.6255 5.6829 11.4721
H -18.8150 7.7636 11.3424
H -18.6400 7.9021 13.0390
C -14.7611 -2.2130 12.4321
O -15.1975 -2.5922 13.5321
N -15.0942 -1.0427 11.8746
N -13.9363 -3.0052 11.7192
H -14.8765 -0.8276 10.9186
H -15.6640 -0.5336 12.5357
H -13.6233 -3.8703 12.1145
H -13.5502 -2.5937 10.8762
C -13.2267 -1.8381 8.5262
O -12.9774 -1.2513 9.5936
N -12.3792 -1.7676 7.4691
N -14.3851 -2.5032 8.3226
H -12.2350 -2.6541 7.0137
H -11.6655 -1.0696 7.5869
H -14.5838 -2.8183 7.3879
H -15.0075 -2.8075 9.0511
C -15.1408 6.9154 11.0224
O -15.8097 7.9555 10.9299
N -15.6071 5.8986 11.7992
N -14.0245 6.6155 10.3553
H -15.2039 4.9873 11.6770
H -16.5459 6.1612 12.0582
H -13.4660 5.7568 10.5267
H -13.5893 7.2163 9.6767
C -20.4092 -1.2249 9.8701
O -21.5951 -1.5975 9.7568
N -20.1152 0.0887 9.8632
N -19.4117 -2.0575 10.1846
H -20.8561 0.7318 9.6592
H -19.1283 0.3132 9.9241
H -19.8251 -2.9780 10.2389
H -18.4835 -1.7071 10.3291
```

The value obtained for the molar mass is 656.83 g mol⁻¹. As for the orbital gap: 8.9 eV.



How far above the most stable structure does each one sit? In kcal/mol: P 0.0; Q 15.3.